60
Properties=species:S:1:pos:R:3 method="wB97M-V/def2-TZVPD" lumo_energy_ev=0.306 smiles=COC[C@H](C)N.COC[C@H](C)N.COC[C@H](C)N.O.O.O e_above_lowest_kj_mol=90.1 spin_multiplicity=1 homo_lumo_gap_ev=9.6308 energy_ev=-29829.77281
C 2.7792 -1.9339 0.9399
C 3.4976 -3.2003 0.4662
C 4.4165 -3.9102 1.6127
O 5.5077 -3.0215 1.8019
C 6.2565 -3.3370 2.9891
N 2.3470 -4.0985 0.1086
H 1.9733 -1.5678 0.3038
H 3.4704 -1.1108 1.1207
H 2.3052 -2.1761 1.8911
H 4.0834 -2.9419 -0.4160
H 4.6829 -4.9347 1.3525
H 3.7986 -3.8985 2.5105
H 5.5869 -3.3459 3.8491
H 7.0507 -2.6000 3.1084
H 6.6965 -4.3318 2.9193
H 2.7760 -4.9941 -0.0757
H 1.8535 -4.2809 0.9708
C -3.3909 4.4506 -0.8292
C -3.6987 3.5778 -2.0715
C -3.2565 2.1651 -1.7525
O -3.1780 1.4540 -2.9872
C -2.8424 0.0702 -2.7725
N -5.0428 3.8290 -2.5299
H -2.3109 4.5620 -0.7325
H -3.8784 4.1129 0.0854
H -3.7749 5.4468 -1.0486
H -3.0675 4.0143 -2.8457
H -3.9989 1.7340 -1.0809
H -2.2744 2.2902 -1.2965
H -2.0748 -0.0647 -2.0105
H -2.5093 -0.5196 -3.6265
H -3.6572 -0.5380 -2.3797
H -5.3275 3.3728 -3.3849
H -5.6969 3.4281 -1.8731
C -1.9169 1.2683 2.0712
C -0.4224 1.5206 2.0226
C 0.0082 2.2499 0.7468
O 0.0193 1.3898 -0.3455
C 0.6126 2.0339 -1.4995
N -0.1150 2.3803 3.1844
H -2.1864 0.5242 1.3216
H -2.4409 2.1988 1.8530
H -2.1920 0.9590 3.0795
H 0.1874 0.6220 2.1162
H 1.0159 2.6330 0.9079
H -0.5509 3.1763 0.6159
H 0.4351 1.4263 -2.3869
H 1.6940 2.1243 -1.3975
H 0.2095 3.0438 -1.5755
H -0.6069 3.2615 3.1446
H 0.8296 2.6894 3.0050
O -2.2622 -2.4973 0.0993
H -3.0003 -2.2120 0.6379
H -2.4511 -3.4141 -0.1006
O 0.0550 -1.3349 -1.4454
H -0.7177 -1.6038 -0.9486
H 0.0769 -0.3820 -1.3579
O 1.6170 -3.4301 -2.3611
H 1.0365 -2.6844 -2.2091
H 1.9638 -3.6447 -1.4951